*a*
The following is a DFT calculation (ωB97M-V/def2-TZVPD) of the molecule C4H11N3.

Results
Multiplicity ... 1
SMILES ... [H]/N=C(\N)CCCN

Last column: Mulliken charge in e.
Geometry (Å):
H -1.6036 -2.1198 0.5537  0.176
N -1.0663 -1.3136 0.9487  -0.826
C -1.2783 -0.2580 0.2550  0.542
N -2.1135 -0.1825 -0.8247  -0.427
C -0.6799 1.1290 0.6494  -0.515
C 0.7526 1.0879 -0.1643  -0.854
C 1.8780 0.0603 0.0952  -0.371
N 1.5798 -1.2560 -0.4271  -0.613
H -2.4213 0.7621 -1.1759  0.203
H -2.6774 -1.0014 -1.0811  0.201
H -0.5763 1.1527 1.7522  0.306
H -1.3572 1.9582 0.1965  0.292
H 0.4605 0.9767 -1.2271  0.327
H 1.0998 2.0338 0.0271  0.412
H 2.7454 0.2643 -0.5228  0.408
H 2.1684 0.0943 1.1874  0.247
H 2.4069 -1.7877 -0.2324  0.223
H 0.6823 -1.6003 -0.0098  0.269

=====

*b*
The following is a DFT calculation (ωB97M-V/def2-TZVPD) of the molecule C4H11N3.

Results
Multiplicity ... 1
SMILES ... N/C=N/CCCN

Last column: Mulliken charge in e.
Geometry (Å):
N 0.4086 -3.1681 1.0933  -0.671
C 0.9132 -2.2397 -0.0264  -0.054
N 0.3150 -1.2044 -0.2669  -0.290
C 0.9360 0.0053 -0.6643  -0.637
C -0.2125 0.9857 -1.1041  -0.584
C -1.2138 1.4400 -0.0739  -0.570
N -0.6791 2.0907 1.0776  -0.442
H -0.4895 -2.9604 0.6787  0.327
H 0.2999 -2.7521 2.0747  0.289
H 1.9871 -2.4434 -0.4508  0.313
H 1.6642 -0.1262 -1.5695  0.363
H 1.6235 0.3524 0.1036  0.396
H 0.3164 1.8879 -1.4484  0.350
H -0.7955 0.3512 -1.8261  0.259
H -2.0041 1.9412 -0.6501  0.283
H -1.8643 0.7051 0.4288  0.310
H -1.4117 2.5671 1.6313  0.186
H 0.2067 2.5676 0.9925  0.171

=====

*c*
The following is a DFT calculation (ωB97M-V/def2-TZVPD) of the molecule C4H11N3.

Results
Multiplicity ... 1
SMILES ... [H]/N=C(\N)NCCC

Last column: Mulliken charge in e.
Geometry (Å):
H -2.8476 -0.8127 1.3475  0.211
N -1.8553 -1.0117 1.3731  -0.738
C -1.2850 -0.1290 0.6238  0.536
N -2.0105 0.6913 -0.2563  -0.504
N 0.0555 0.1374 0.7605  -0.252
C 0.8865 0.9907 -0.0839  -0.535
C 2.1452 0.1803 -0.4629  -0.606
C 1.8480 -0.9662 -1.4525  -1.086
H -1.8182 1.6677 -0.0891  0.204
H -2.9662 0.4363 -0.3474  0.233
H 0.4617 -0.7471 1.0166  0.271
H 0.3455 1.1965 -1.0112  0.371
H 1.1873 1.9271 0.3909  0.246
H 2.5842 -0.1937 0.4608  0.369
H 2.7248 0.8831 -1.0724  0.299
H 1.2657 -1.8401 -1.1601  0.345
H 1.4257 -0.5298 -2.3616  0.297
H 2.8336 -1.3501 -1.7347  0.338

=====

Energies relative to the minimum, kJ/mol: *a* 61.9; *b* 244.6; *c* 0.0

=====

*a*
The following is a DFT calculation (ωB97M-V/def2-TZVPD) of the ion C5H8NO2 with charge +1.

Results
Multiplicity ... 1
Total charge ... +1

Last column: Mulliken charge in e.
Geometry (Å):
C 1.3356 -0.8223 0.3122  -0.838
C 0.7575 -1.9600 -0.1010  0.230
C -2.2302 0.1524 0.6705  -0.392
C -0.9174 0.0381 0.0884  0.691
C 0.9068 1.3570 -0.7662  -0.886
N 0.4441 0.3905 0.2729  0.106
O -0.4750 -2.0581 -0.3860  -0.521
O -1.8275 0.5837 -0.6620  -0.293
H 2.3601 -0.6538 0.5725  0.447
H 1.3639 -2.8621 -0.1844  0.396
H -2.8675 -0.7245 0.7015  0.275
H -2.4607 0.9608 1.3565  0.260
H 0.1039 2.0477 -1.0261  0.414
H 1.7608 1.9101 -0.3884  0.376
H 1.2025 0.8190 -1.6641  0.353
H 0.5432 0.8215 1.2037  0.382

=====

*b*
The following is a DFT calculation (ωB97M-V/def2-TZVPD) of the ion C5H8NO2 with charge +1.

Results
Multiplicity ... 1
Total charge ... +1
SMILES ... [NH3+][C@@H](O)/C=C\C=C=O

Last column: Mulliken charge in e.
Geometry (Å):
N -0.5254 -1.2802 -0.9457  -0.232
C -0.6647 -0.5059 0.3441  -0.271
O 0.1140 -1.1158 1.2582  -0.442
C -0.4897 0.9693 0.2552  -0.332
C 0.7037 1.6378 0.1851  -0.174
C 2.0466 1.0696 0.0934  -0.276
C 2.6354 -0.1057 0.1091  0.297
O 2.8884 -1.2408 -0.0201  -0.338
H -1.4677 -1.6963 -1.3452  0.407
H 0.0494 -2.0718 -0.5946  0.353
H -0.0331 -0.7572 -1.5859  0.307
H -1.7801 -0.7204 0.4977  0.368
H 1.0103 -0.7976 1.2837  0.320
H -1.4351 1.5156 0.2891  0.349
H 0.7925 2.7172 0.4524  0.337
H 2.8004 1.8582 -0.0575  0.327

=====

Energies relative to the minimum, kJ/mol: *a* 235.3; *b* 0.0

=====

*a*
The following is a DFT calculation (ωB97M-V/def2-TZVPD) of the ion C5H8NO2 with charge +1.

Results
Multiplicity ... 1
Total charge ... +1
SMILES ... [NH3+][C@]1(C=O)CC=CO1

Last column: Mulliken charge in e.
Geometry (Å):
N -1.2748 -0.4403 1.1129  -0.339
C -0.1261 0.1890 0.3408  0.993
C -0.4077 1.7746 0.3443  -0.142
O -1.4565 2.1357 0.7610  -0.446
C -0.1424 -0.2976 -1.1099  -1.258
C 1.2621 -0.8372 -1.2482  -0.176
C 1.8603 -0.7411 -0.0596  -0.473
O 1.1569 -0.1037 0.9662  -0.443
H -0.9848 -0.4064 2.1838  0.426
H -1.4913 -1.3535 0.7854  0.338
H -2.0177 0.3290 1.2523  0.398
H 0.2840 2.5645 -0.0894  0.414
H -0.3300 0.4844 -1.8337  0.380
H -0.8862 -0.9163 -1.4732  0.453
H 1.6426 -1.4031 -2.0451  0.422
H 2.9118 -0.9780 0.1125  0.453

=====

*b*
The following is a DFT calculation (ωB97M-V/def2-TZVPD) of the ion C5H8NO2 with charge +1.

Results
Multiplicity ... 1
Total charge ... +1
SMILES ... [NH3+][C@@H](O)/C=C\C=C=O

Last column: Mulliken charge in e.
Geometry (Å):
N -0.0845 0.9985 -1.4462  -0.244
C 0.4923 1.1066 -0.0260  -0.413
O -0.6391 1.4330 0.7169  -0.487
C 1.2307 -0.1346 0.3792  -0.407
C 0.7433 -1.3358 0.7350  -0.113
C -0.6015 -1.8527 0.7200  -0.529
C -1.6625 -1.2653 0.2367  0.497
O -2.5650 -0.7366 -0.2574  -0.321
H -0.7651 0.2256 -1.4667  0.272
H 0.6409 0.8469 -2.1575  0.392
H -0.6005 1.8688 -1.6389  0.369
H 1.1983 1.9521 -0.0618  0.536
H -0.4058 1.7837 1.5856  0.352
H 2.2972 0.0061 0.4590  0.352
H 1.4682 -2.0586 1.0809  0.376
H -0.7471 -2.8377 1.1414  0.368

=====

Energies relative to the minimum, kJ/mol: *a* 69.2; *b* 0.0